1.
DFT (ωB97M-V with the def2-TZVPD basis set) results for one molecule with the formula C5H10 at a distorted geometry.

As for the largest force on an atom: 0.0764 Eh/bohr. As for the HOMO energy: -8.6 eV. The structure (SMILES) is CC=C(C)C. The value obtained for the energy above the lowest of the compared OMol25 structures with the same formula, charge and spin is 61.5 kcal/mol. As for the LUMO energy: 1.03 eV. The frontier orbital gap comes out at 9.63 eV.

The geometry in ORCA input format:
```
! wB97M-V def2-TZVPD RIJCOSX def2/J DEFGRID3
* xyz 0 1
C 1.534 -1.029 0.824
C 0.891 0.169 0.229
C -0.332 0.268 -0.256
C -1.355 -0.748 0.155
C -0.678 1.512 -1.011
H 2.745 -1.164 0.445
H 1.487 -1.011 2.085
H 0.823 -2.022 0.473
H 1.647 0.887 0.015
H -2.424 -0.537 -0.014
H -1.199 -1.696 -0.440
H -1.171 -0.906 1.224
H -1.770 1.332 -1.466
H -0.715 2.270 -0.199
H 0.215 1.811 -1.768
*
```


2.
DFT (ωB97M-V with the def2-TZVPD basis set) results for one molecule with the formula C5H10 at a distorted geometry.

As for the largest force on an atom: 0.1752 Eh/bohr. As for the HOMO energy: -9.8 eV. The structure (SMILES) is CCC1CC1. The value obtained for the energy above the lowest of the compared OMol25 structures with the same formula, charge and spin is 76.2 kcal/mol. As for the LUMO energy: 1.21 eV. The frontier orbital gap comes out at 10.98 eV.

The geometry in ORCA input format:
```
! wB97M-V def2-TZVPD RIJCOSX def2/J DEFGRID3
* xyz 0 1
C -1.270 0.759 -1.247
C 0.137 0.881 -0.640
C 0.314 0.159 0.545
C 0.001 -1.169 0.726
C 1.390 -0.715 1.159
H -1.248 1.214 -2.131
H -1.989 1.017 -0.461
H -1.595 -0.306 -1.506
H 0.957 0.740 -1.367
H 0.185 1.972 -0.308
H -0.305 0.769 1.138
H 0.040 -1.815 -0.313
H -0.438 -1.818 1.539
H 1.426 -0.849 2.268
H 2.394 -0.837 0.598
*
```


3.
DFT (ωB97M-V with the def2-TZVPD basis set) results for one molecule with the formula C5H10 at a distorted geometry.

As for the largest force on an atom: 0.0310 Eh/bohr. As for the HOMO energy (spin up / spin down): -7.5 / -7.8 eV. The value obtained for the energy above the lowest of the compared OMol25 structures with the same formula, charge and spin is 91.5 kcal/mol. As for the LUMO energy (spin up / spin down): 0.65 / 0.78 eV. The frontier orbital gap (spin up / spin down) comes out at 8.15 / 8.59 eV.

The geometry in ORCA input format:
```
! wB97M-V def2-TZVPD RIJCOSX def2/J DEFGRID3
* xyz 0 1
C -1.178 -0.899 0.470
C -1.008 0.578 0.268
C 0.261 1.252 -0.128
C 1.069 0.413 -1.125
C 0.114 -1.441 0.834
H -1.815 -0.890 1.371
H -1.713 -1.457 -0.309
H 0.414 -0.331 -1.591
H -1.738 1.216 0.776
H 0.001 2.232 -0.557
H 0.883 1.515 0.747
H 1.909 -0.108 -0.658
H 1.464 1.048 -1.921
H 0.693 -0.977 1.626
H 0.643 -2.151 0.198
*
```


4.
DFT (ωB97M-V with the def2-TZVPD basis set) results for C5H10 as an isolated structure at a distorted geometry.

As for the largest force on an atom: 0.0677 Eh/bohr. As for the HOMO energy: -7.4 eV. The value obtained for the energy above the lowest of the compared OMol25 structures with the same formula, charge and spin is 122.3 kcal/mol. As for the LUMO energy: 0.95 eV. The frontier orbital gap comes out at 8.39 eV.

The geometry in ORCA input format:
```
! wB97M-V def2-TZVPD RIJCOSX def2/J DEFGRID3
* xyz 0 1
C 1.890 -0.689 -0.175
C 0.542 -0.510 0.412
C -0.415 0.272 -0.424
C -1.768 -0.428 -0.562
C -0.288 1.227 0.844
H 2.300 0.313 -0.325
H 1.930 -1.295 -1.055
H 2.590 -1.157 0.582
H -0.082 0.726 -1.397
H -2.151 -0.601 0.412
H -2.685 0.032 -1.026
H -1.422 -1.254 -1.193
H 0.307 2.130 0.648
H 0.675 0.480 1.354
H -1.230 1.392 1.427
*
```


5.
DFT (ωB97M-V with the def2-TZVPD basis set) results for C5H10AgBF3NO5S2 as an isolated structure.

As for the largest force on an atom: 0.0164 Eh/bohr. As for the HOMO energy (spin up / spin down): -13.6 / -13.5 eV. As for the LUMO energy (spin up / spin down): -6.21 / -6.99 eV. The frontier orbital gap (spin up / spin down) comes out at 7.41 / 6.53 eV.

The geometry in ORCA input format:
```
! wB97M-V def2-TZVPD RIJCOSX def2/J DEFGRID3
* xyz 1 2
C -2.053 1.934 1.163
C -1.884 0.551 1.840
B -2.206 -0.705 0.998
O -2.996 -1.708 1.356
S -1.461 -0.876 -0.834
O -0.893 0.357 -1.326
O -2.430 -1.586 -1.611
N -0.128 -1.924 -0.779
S 1.010 -1.733 0.422
O 0.326 -2.028 1.641
O 2.139 -2.491 -0.024
C 1.566 -0.033 0.444
C 2.525 0.251 -0.713
C 2.064 1.215 -1.775
F 3.112 1.785 -2.372
F 1.391 0.514 -2.807
F 1.235 2.148 -1.381
H -2.627 1.890 0.238
H -1.093 2.405 0.947
H -2.582 2.610 1.836
H -2.543 0.473 2.711
H -0.859 0.420 2.208
H -2.812 -2.597 1.026
H 2.107 -0.004 1.396
H 0.735 0.668 0.520
H 3.473 0.645 -0.342
H 2.762 -0.708 -1.181
Ag 2.122 -1.473 -3.603
*
```


6.
DFT (ωB97M-V with the def2-TZVPD basis set) results for C5H10AlO3 as an isolated structure at a distorted geometry.

As for the largest force on an atom: 0.1106 Eh/bohr. As for the HOMO energy: -13.7 eV. The value obtained for the energy above the lowest of the compared OMol25 structures with the same formula, charge and spin is 12.6 kcal/mol. As for the LUMO energy: -4.36 eV. The frontier orbital gap comes out at 9.32 eV.

The geometry in ORCA input format:
```
! wB97M-V def2-TZVPD RIJCOSX def2/J DEFGRID3
* xyz 1 1
O -0.283 0.959 -1.046
Al 3.193 0.415 0.539
O 1.698 0.184 -0.401
C 0.491 0.208 -0.290
O -0.252 -0.703 0.304
C -0.936 2.137 -0.562
C -1.771 2.019 0.690
H -0.157 2.900 -0.445
H -1.560 2.453 -1.406
H -1.177 2.314 1.566
H -2.626 2.707 0.640
H -2.180 1.008 0.808
C -0.378 -2.010 -0.275
C -0.802 -3.014 0.773
H -1.144 -1.878 -1.047
H 0.556 -2.311 -0.765
H -1.847 -2.846 1.071
H -0.162 -2.950 1.663
H -0.718 -4.026 0.357
*
```


7.
DFT (ωB97M-V with the def2-TZVPD basis set) results for one molecule with the formula C5H10BN3O2 at a distorted geometry.

As for the largest force on an atom: 0.1153 Eh/bohr. As for the HOMO energy: -8.0 eV. The value obtained for the energy above the lowest of the compared OMol25 structures with the same formula, charge and spin is 67.8 kcal/mol. As for the LUMO energy: 0.10 eV. The frontier orbital gap comes out at 8.06 eV.

The geometry in ORCA input format:
```
! wB97M-V def2-TZVPD RIJCOSX def2/J DEFGRID3
* xyz 0 1
B 2.542 -0.976 -0.142
C 0.915 2.445 0.133
C 1.932 0.432 -0.145
C -2.284 0.160 -1.186
C -1.922 -0.418 1.357
C -1.304 -0.237 -0.020
N 2.096 1.658 0.083
N -0.177 1.774 0.001
N -0.090 0.509 -0.203
O 1.751 -2.073 -0.262
O 3.850 -0.838 0.123
H 1.114 3.491 0.371
H -3.007 -0.571 -1.538
H -1.840 0.464 -2.147
H -2.846 0.918 -0.755
H -1.206 -0.565 2.024
H -2.554 -1.184 1.216
H -2.394 0.546 1.613
H -1.101 -1.166 -0.423
H 2.218 -2.774 -0.555
H 4.306 -1.595 0.456
*
```


8.
DFT (ωB97M-V with the def2-TZVPD basis set) results for one molecule with the formula C5H10BNO at a distorted geometry.

As for the largest force on an atom: 0.0826 Eh/bohr. As for the HOMO energy: -6.6 eV. The value obtained for the energy above the lowest of the compared OMol25 structures with the same formula, charge and spin is 148.3 kcal/mol. As for the LUMO energy: -1.31 eV. The frontier orbital gap comes out at 5.27 eV.

The geometry in ORCA input format:
```
! wB97M-V def2-TZVPD RIJCOSX def2/J DEFGRID3
* xyz 0 1
B -1.247 -0.053 -0.434
C -3.186 1.106 0.540
C -2.693 0.372 -0.475
C 1.103 0.212 -1.079
C 2.339 0.764 -0.244
C 0.604 -0.806 1.033
N 0.049 -0.271 -0.177
O 2.011 1.519 0.734
H -4.153 1.394 0.562
H -2.504 1.467 1.333
H -3.310 0.206 -1.297
H 0.687 1.105 -1.541
H 1.431 -0.603 -1.670
H 2.818 -0.102 0.140
H 2.886 1.365 -0.965
H -0.104 -1.139 1.749
H 1.029 -1.677 0.600
H 1.272 0.064 1.558
*
```


Q: Number 2 is which compound?
A: C5H10